BrV2 as an isolated structure. Source: the Open Molecules 2025 dataset; level of theory: ωB97M-V/def2-TZVPD.

Each line ends with the Löwdin charge.
Positions of all 3 atoms, in Å:
V 10.8288 20.6285 -16.8164  1.41
V 13.7835 22.9003 -13.5165  1.39
Br 12.5777 22.2767 -15.7458  0.19

Results
energy above the lowest of the compared OMol25 structures with the same formula, charge and spin	0.000	eV
HOMO level (alpha / beta)	-24.4 / -24.6	eV
F_max	0.28	eV Å⁻¹
spin multiplicity	7
net charge	+3
HOMO-LUMO gap (alpha / beta)	8.346 / 9.677	eV
expectation value of S²	12.012

=====

C4H8Cl4F8Mg2N4O16S8 as an isolated structure at a distorted geometry. Source: the Open Molecules 2025 dataset; level of theory: ωB97M-V/def2-TZVPD.

Each line ends with the Löwdin charge.
Positions of all 54 atoms, in Å:
Mg 0.1678 1.6586 2.1907  0.54
Mg -1.7544 1.2133 -1.4012  0.61
N -0.6203 -0.1847 -1.2327  -0.37
S 0.9009 -0.3563 -0.3509  0.70
O 1.7503 -1.5597 -0.2187  -0.26
O 0.7646 0.3482 0.9301  -0.33
F 1.8531 0.5143 -1.3010  -0.16
S -0.7462 -1.7148 -1.5260  0.48
O -0.8007 -2.6379 -0.4242  -0.24
O -0.1848 -2.2196 -2.7657  -0.26
F -2.2885 -1.4762 -1.8600  -0.20
N 0.0356 3.1314 1.1059  -0.29
S 0.3264 3.6651 -0.5602  0.75
O 0.3361 5.0774 -0.9561  -0.21
O -0.4979 2.7609 -1.3407  -0.32
F 1.9162 3.3087 -0.9026  -0.16
S -0.4080 4.5100 1.4341  0.45
O -1.7791 4.8980 1.0103  -0.23
O 0.5691 5.4348 1.9537  -0.21
F -0.8276 3.8413 2.8130  -0.20
N 0.4298 0.8506 3.7785  -0.31
S 0.0163 -0.6616 4.6072  0.67
O -1.4087 -0.8905 4.9047  -0.24
O 1.0490 -1.2727 5.4642  -0.27
F 0.3707 -1.5078 3.2852  -0.20
S 1.1106 1.3549 5.1619  0.59
O 2.4835 0.8831 5.3683  -0.27
O 0.1857 1.6068 6.3248  -0.28
F 1.2287 2.9431 4.7074  -0.22
N -3.2159 1.3027 -0.3572  -0.37
S -3.0619 0.7134 1.3287  0.70
O -4.1933 0.4752 2.2384  -0.23
O -1.7663 1.1583 1.8156  -0.33
F -2.6886 -0.7958 0.9299  -0.16
S -4.7923 1.2384 -0.3685  0.53
O -5.5856 2.2566 0.3798  -0.29
O -5.3536 -0.1083 -0.4537  -0.27
F -5.0244 1.8129 -1.8576  -0.21
Cl -1.7575 -0.8999 -7.0753  0.48
C -1.6349 -2.7319 -7.2098  -0.61
C -0.4105 -3.3352 -6.4940  -0.68
Cl -0.1491 -5.0278 -6.8510  0.57
H -1.7030 -2.9346 -8.2786  0.06
H -2.6476 -3.0143 -6.9222  0.06
H -0.5188 -3.2436 -5.4133  0.06
H 0.4519 -2.7670 -6.8424  0.07
Cl 3.8625 -1.9010 3.1695  0.56
C 5.1121 -2.5701 2.0497  -0.65
C 4.9639 -2.1214 0.6390  -0.61
Cl 5.0847 -0.3094 0.6177  0.51
H 4.9140 -3.6405 2.1046  0.07
H 6.0697 -2.2150 2.4304  0.06
H 4.0335 -2.4025 0.1456  0.05
H 5.8336 -2.4579 0.0746  0.07

Results
HOMO level (alpha / beta)	-3.3 / -8.8	eV
F_max	12.95	eV Å⁻¹
spin multiplicity	2
net charge	-1
HOMO-LUMO gap (alpha / beta)	3.950 / 9.481	eV
expectation value of S²	0.754

=====

An isolated ion of composition CH3I3P and charge +1 at a distorted geometry. Source: the Open Molecules 2025 dataset; level of theory: ωB97M-V/def2-TZVPD.

Each line ends with the Löwdin charge.
Positions of all 8 atoms, in Å:
C -0.2272 0.3826 -0.1385  -0.38
P -1.9268 1.0588 0.0361  -0.37
I -3.6618 -0.7769 -0.6166  0.46
I -2.2725 1.9287 2.2438  0.62
I -1.7585 2.7246 -1.7431  0.59
H 0.2256 1.3442 -0.3673  0.00
H -0.0310 -0.4222 -0.8406  0.07
H -0.0630 -0.0199 0.8121  0.01

Results
energy above the lowest of the compared OMol25 structures with the same formula, charge and spin	0.208	eV
HOMO level	-14.2	eV
F_max	2.33	eV Å⁻¹
net charge	+1
HOMO-LUMO gap	7.580	eV

=====

C37H26Cl5GeOPPtSe2 as an isolated structure. Source: the Open Molecules 2025 dataset; level of theory: ωB97M-V/def2-TZVPD.

Each line ends with the Löwdin charge.
Positions of all 74 atoms, in Å:
Pt 1.2562 0.0426 1.4657  0.50
Cl -3.3439 -4.0301 6.3330  0.59
C -2.1962 -3.4432 5.1741  -0.75
C -1.6209 -2.1783 5.3059  -0.72
Cl -2.0394 -1.2089 6.6835  0.62
C -0.7390 -1.6827 4.3636  -0.61
Cl 0.0142 -0.1451 4.5833  0.67
C -0.4057 -2.4052 3.1631  -0.51
O 0.2769 -1.9646 2.2133  -0.25
C -0.9517 -3.7382 3.1214  -0.62
Cl -0.4954 -4.6927 1.7593  0.69
C -1.8241 -4.2199 4.0733  -0.73
Cl -2.5079 -5.8053 3.8960  0.62
Se 1.0786 -1.9008 -1.5574  0.20
P 2.8616 -1.2019 -0.6000  0.03
Se 3.3650 -1.4344 1.4922  0.26
C 4.2154 -2.1110 -1.5150  -0.39
C 5.0811 -2.9880 -0.8747  -0.13
C 6.0587 -3.6751 -1.5878  -0.11
C 6.1927 -3.4837 -2.9538  -0.13
C 5.3323 -2.6069 -3.6048  -0.11
C 4.3501 -1.9365 -2.8927  -0.11
C 3.3350 0.4884 -1.1474  -0.41
C 2.7887 1.0201 -2.3091  -0.14
C 3.2032 2.2628 -2.7729  -0.10
C 4.1631 2.9839 -2.0794  -0.11
C 4.7079 2.4556 -0.9148  -0.10
C 4.2955 1.2165 -0.4504  -0.12
H 4.9854 -3.1371 0.1933  0.03
H 6.7153 -4.3633 -1.0668  0.09
H 6.9563 -4.0161 -3.5104  0.08
H 5.4206 -2.4506 -4.6744  0.09
H 3.6638 -1.2815 -3.4141  0.08
H 2.0223 0.4561 -2.8292  0.05
H 2.7648 2.6728 -3.6766  0.09
H 4.4808 3.9566 -2.4389  0.09
H 5.4486 3.0175 -0.3573  0.09
H 4.6912 0.8089 0.4715  0.05
C 0.0610 1.4535 1.2485  -0.50
Ge -1.5746 1.4031 0.2239  0.88
C -2.6812 3.0387 0.4501  -0.26
C -2.2187 4.1340 1.1765  -0.11
C -2.9926 5.2794 1.3295  -0.11
C -4.2540 5.3487 0.7552  -0.12
C -4.7329 4.2673 0.0252  -0.11
C -3.9507 3.1300 -0.1231  -0.11
C -1.4659 1.1821 -1.7197  -0.27
C -2.4503 0.4901 -2.4230  -0.12
C -2.4176 0.4122 -3.8100  -0.10
C -1.3987 1.0377 -4.5154  -0.11
C -0.4134 1.7332 -3.8265  -0.10
C -0.4476 1.8005 -2.4407  -0.12
C -2.5976 -0.0787 1.0111  -0.27
C -2.4815 -1.3779 0.5160  -0.11
C -3.1464 -2.4309 1.1301  -0.10
C -3.9163 -2.2063 2.2652  -0.10
C -4.0152 -0.9230 2.7861  -0.10
C -3.3642 0.1315 2.1567  -0.11
H -0.0491 2.1718 2.0778  -0.09
H -1.2349 4.0938 1.6329  0.09
H -2.6086 6.1172 1.9007  0.09
H -4.8617 6.2382 0.8756  0.09
H -5.7170 4.3108 -0.4278  0.09
H -4.3379 2.2941 -0.6985  0.10
H -3.2424 -0.0159 -1.8802  0.09
H -3.1820 -0.1459 -4.3388  0.09
H -1.3644 0.9725 -5.5967  0.09
H 0.3944 2.2097 -4.3708  0.09
H 0.3447 2.3158 -1.9087  0.09
H -1.8239 -1.5784 -0.3242  0.07
H -3.0252 -3.4372 0.7469  0.09
H -4.4067 -3.0358 2.7627  0.10
H -4.5821 -0.7469 3.6937  0.10
H -3.4459 1.1307 2.5751  0.10

Results
energy above the lowest of the compared OMol25 structures with the same formula, charge and spin	0.090	eV
HOMO level	-1.4	eV
F_max	0.83	eV Å⁻¹
net charge	-2
HOMO-LUMO gap	5.484	eV

=====

A 3-piece molecular cluster, C6H14O4 overall at a distorted geometry. Source: the Open Molecules 2025 dataset; level of theory: ωB97M-V/def2-TZVPD.

Each line ends with the Löwdin charge.
Positions of all 24 atoms, in Å:
C 1.6737 -0.5076 0.6971  -0.56
C 2.3866 0.2477 -0.3934  -0.16
C 3.5004 -0.6177 -0.9851  -0.08
O 0.6213 -1.2093 0.2307  0.09
O 2.1071 -0.6834 1.8319  0.05
O 0.4744 1.3905 1.5706  -0.08
H 0.2503 -1.7417 0.9520  0.14
H 1.0212 0.9487 2.3002  0.08
H -0.4252 1.0222 1.6387  0.00
H 2.8071 1.1519 0.0450  0.12
H 1.6632 0.5221 -1.1602  0.11
H 4.0536 -0.0536 -1.7334  0.07
H 4.1920 -0.9314 -0.2044  0.08
H 3.0843 -1.5048 -1.4593  0.08
C -3.8695 -0.3625 -0.0799  -0.02
C -1.7354 0.7662 -0.8864  -0.02
C -2.5180 0.2025 0.2652  -0.48
O -2.0866 0.1853 1.3981  0.06
H -1.0095 1.4924 -0.5334  0.08
H -4.2720 -0.9265 0.7578  0.08
H -3.8038 -0.9950 -0.9631  0.09
H -4.5457 0.4623 -0.3099  0.09
H -2.3874 1.2007 -1.6365  0.08
H -1.1822 -0.0590 -1.3421  0.09

Results
energy above the lowest of the compared OMol25 structures with the same formula, charge and spin	0.376	eV
HOMO level	-10.2	eV
F_max	2.21	eV Å⁻¹
SMILES	CCC(=O)O.CC(C)=O.O
HOMO-LUMO gap	10.840	eV

=====

C4H10O2 in the gas phase. Source: the Open Molecules 2025 dataset; level of theory: ωB97M-V/def2-TZVPD.

Each line ends with the Löwdin charge.
Positions of all 16 atoms, in Å:
C 0.4908 1.5868 0.0532  -0.03
C 0.1509 0.1080 0.1668  -0.62
C 1.0934 -0.7524 -0.6692  -0.03
O 0.2769 -0.2297 1.5550  -0.03
C -1.3087 -0.1453 -0.2387  -0.21
O -1.7211 -1.4542 0.1016  -0.06
H -0.1693 2.1790 0.6955  0.09
H 1.5242 1.7610 0.3695  0.09
H 0.3799 1.9384 -0.9786  0.09
H 1.0856 -0.4344 -1.7175  0.09
H 2.1189 -0.6757 -0.2920  0.09
H 0.7707 -1.7997 -0.6342  0.09
H 0.4675 -1.1743 1.6020  0.09
H -1.9519 0.6061 0.2434  0.13
H -1.4297 -0.0465 -1.3228  0.13
H -1.7782 -1.4671 1.0660  0.09

Results
energy above the lowest of the compared OMol25 structures with the same formula, charge and spin	0.454	eV
HOMO level	-10.1	eV
F_max	0.32	eV Å⁻¹
SMILES	CC(C)(O)CO
HOMO-LUMO gap	10.908	eV